Entry 1:
{"formula": "C19H21NO4S2", "method": "wB97M-V/def2-TZVPD", "symbols": ["C", "H", "O", "C", "C", "C", "C", "C", "C", "H", "H", "C", "C", "C", "O", "N", "C", "C", "C", "C", "C", "S", "H", "H", "H", "H", "H", "C", "C", "H", "H", "S", "O", "O", "C", "C", "H", "H", "H", "H", "H", "H", "H", "H", "H", "H", "H"], "xyz": [[-1.329, -0.059, -7.418], [-1.383, -0.203, -8.496], [-0.361, -0.973, -6.961], [-0.080, -1.020, -5.634], [-0.678, -0.225, -4.659], [-0.316, -0.362, -3.334], [0.649, -1.288, -2.933], [1.246, -2.075, -3.926], [0.890, -1.949, -5.247], [1.348, -2.557, -6.012], [1.999, -2.797, -3.644], [1.057, -1.464, -1.558], [0.527, -0.881, -0.473], [1.105, -1.163, 0.848], [2.146, -1.792, 0.973], [0.442, -0.686, 1.955], [-0.848, -0.032, 1.898], [-0.771, 1.447, 1.662], [-1.651, 2.390, 2.097], [-1.298, 3.701, 1.702], [-0.150, 3.734, 0.981], [0.523, 2.166, 0.756], [0.352, 4.582, 0.560], [-1.871, 4.575, 1.952], [-2.517, 2.152, 2.688], [-1.382, -0.192, 2.838], [-1.453, -0.504, 1.113], [1.082, -0.910, 3.239], [0.201, -1.639, 4.238], [0.785, -2.248, 4.921], [-0.581, -2.233, 3.778], [-0.560, -0.326, 5.262], [-1.931, -0.112, 4.867], [-0.322, -0.592, 6.652], [0.478, 1.062, 4.687], [1.590, 0.386, 3.913], [2.010, 1.044, 3.152], [2.390, 0.107, 4.600], [-0.148, 1.704, 4.076], [0.829, 1.595, 5.563], [1.955, -1.526, 2.984], [-0.286, -0.182, -0.558], [1.877, -2.151, -1.391], [-0.790, 0.273, -2.602], [-1.426, 0.506, -4.924], [-1.038, 0.974, -7.206], [-2.311, -0.260, -6.977]], "nbo_charge": [-0.2534, 0.2032, -0.4857, 0.3190, -0.3145, -0.0996, -0.1608, -0.1401, -0.2605, 0.2269, 0.2150, -0.0693, -0.3502, 0.6608, -0.6408, -0.4487, -0.2831, -0.2161, -0.2659, -0.2522, -0.4129, 0.4346, 0.2376, 0.2273, 0.2369, 0.2590, 0.2262, -0.0670, -0.6714, 0.2609, 0.2582, 2.1454, -0.9571, -0.9383, -0.6669, -0.4270, 0.2420, 0.2240, 0.2580, 0.2567, 0.2809, 0.2044, 0.2283, 0.2024, 0.2183, 0.1776, 0.1777], "smiles": "COc1ccc(/C=C/C(=O)N(Cc2cccs2)[C@H]2CCS(=O)(=O)C2)cc1", "gap_ev": 8.34, "de_lowest_kj_mol": 0.0, "homo_energy_ev": -8.31, "lumo_energy_ev": 0.0, "multiplicity": 1}

=====

Entry 2:
{"formula": "C19H22AsN2NiO2S", "method": "wB97M-V/def2-TZVPD", "symbols": ["Ni", "O", "N", "C", "C", "C", "C", "C", "S", "H", "H", "H", "H", "O", "N", "C", "C", "C", "C", "C", "H", "H", "H", "H", "H", "C", "As", "C", "C", "C", "C", "C", "C", "C", "C", "H", "H", "H", "H", "H", "H", "H", "H", "H", "H", "H", "H", "H"], "xyz": [[-8.891, 0.699, 15.699], [-7.862, -0.654, 16.636], [-8.528, -1.333, 17.456], [-7.857, -2.365, 18.063], [-8.509, -3.505, 18.700], [-9.842, -3.342, 18.851], [-10.481, -2.251, 18.286], [-9.938, -1.291, 17.572], [-10.810, 0.037, 16.894], [-6.810, -2.407, 17.939], [-7.887, -4.230, 18.995], [-10.556, -4.148, 19.472], [-11.860, -2.195, 18.363], [-9.346, 2.527, 15.053], [-9.785, 3.395, 15.959], [-9.191, 3.643, 17.191], [-9.621, 4.608, 18.041], [-10.742, 5.309, 17.713], [-11.425, 5.083, 16.534], [-10.921, 4.028, 15.788], [-8.201, 3.068, 17.352], [-8.952, 4.676, 18.928], [-11.184, 6.174, 18.450], [-12.236, 5.430, 16.329], [-11.548, 3.564, 14.763], [-7.841, -1.641, 13.235], [-8.024, 0.230, 13.475], [-6.394, 0.876, 12.339], [-9.638, 0.474, 12.168], [-9.616, -0.235, 10.817], [-8.836, 0.274, 9.793], [-8.864, -0.458, 8.667], [-9.450, -1.717, 8.543], [-10.355, -2.124, 9.527], [-10.414, -1.441, 10.804], [-7.595, -1.829, 9.911], [-8.852, -2.250, 13.507], [-6.792, -2.056, 13.792], [-6.255, 0.173, 11.561], [-5.504, 0.560, 13.105], [-6.254, 1.848, 12.555], [-10.275, 1.587, 12.114], [-10.755, -0.473, 13.403], [-8.197, 1.363, 9.903], [-8.257, -0.017, 7.773], [-9.327, -2.251, 7.606], [-10.927, -3.147, 9.454], [-11.035, -1.676, 11.649]], "mulliken_spin": [0.8785, 0.0090, 0.0091, -0.0005, 0.0014, -0.0018, -0.0034, 0.0008, 0.0323, -0.0015, -0.0001, -0.0002, 0.0000, -0.0133, 0.0033, 0.0184, -0.0112, 0.0229, -0.0094, 0.0175, -0.0006, -0.0004, 0.0015, -0.0006, -0.0006, 0.1118, 0.0313, -0.0156, 0.0543, -0.0498, 0.1321, -0.0801, 0.0364, -0.0952, 0.0620, 0.8129, 0.0025, 0.0056, 0.0231, 0.0009, -0.0086, -0.0001, -0.0017, -0.0010, 0.0077, 0.0284, -0.0063, -0.0015], "gap_ev": [4.04, 3.81], "de_lowest_kj_mol": 1454.5, "total_charge": -1, "homo_energy_ev": [-1.90, -1.66], "lumo_energy_ev": [2.1, 2.2], "multiplicity": 3}

=====

Entry 3:
{"formula": "C19H22BCl5N2O2Pt", "method": "wB97M-V/def2-TZVPD", "symbols": ["Pt", "N", "C", "C", "C", "N", "H", "H", "H", "H", "H", "H", "H", "H", "H", "H", "Cl", "C", "C", "C", "Cl", "C", "Cl", "C", "Cl", "C", "Cl", "C", "C", "C", "C", "C", "C", "C", "C", "O", "B", "O", "C", "C", "H", "H", "H", "H", "H", "H", "H", "H", "H", "H", "H", "H"], "xyz": [[2.031, 1.112, 2.116], [0.868, 0.314, 3.477], [-0.601, 0.633, 3.469], [-0.891, 2.113, 3.623], [-0.544, 2.927, 2.382], [0.933, 3.007, 2.219], [1.011, -0.696, 3.393], [1.297, 0.606, 4.362], [-1.027, 0.062, 4.297], [-1.003, 0.243, 2.538], [-0.397, 2.524, 4.511], [-1.961, 2.209, 3.811], [-0.952, 3.935, 2.443], [-0.953, 2.448, 1.491], [1.318, 3.531, 3.007], [1.151, 3.582, 1.404], [4.215, 1.469, 3.782], [4.555, 0.200, 2.604], [3.457, -0.190, 1.838], [3.582, -1.281, 1.020], [2.189, -1.916, 0.233], [4.847, -1.845, 0.819], [5.046, -3.121, -0.292], [5.957, -1.364, 1.533], [7.487, -2.046, 1.273], [5.817, -0.340, 2.457], [7.140, 0.233, 3.372], [-4.226, -1.858, -2.299], [-3.255, -1.244, -3.307], [-2.805, -2.342, -4.282], [-3.988, -0.138, -4.079], [-2.024, -0.646, -2.627], [-1.030, -0.046, -3.417], [0.128, 0.517, -2.897], [0.255, 0.456, -1.531], [1.311, 0.934, -0.715], [0.912, 0.564, 0.512], [-0.303, -0.031, 0.619], [-0.709, -0.123, -0.737], [-1.859, -0.684, -1.241], [-5.084, -2.267, -2.831], [-4.605, -1.116, -1.593], [-3.769, -2.678, -1.740], [-3.677, -2.785, -4.763], [-2.267, -3.135, -3.759], [-2.157, -1.951, -5.067], [-4.875, -0.552, -4.560], [-3.364, 0.299, -4.859], [-4.307, 0.663, -3.410], [-1.163, -0.021, -4.489], [0.880, 0.970, -3.527], [-2.590, -1.135, -0.587]], "nbo_charge": [0.9787, -0.6298, -0.2507, -0.4496, -0.2258, -0.8421, 0.4444, 0.4289, 0.2517, 0.2673, 0.2211, 0.2795, 0.2382, 0.2240, 0.4101, 0.4266, 0.0425, 0.0562, -0.3594, -0.0487, 0.1286, -0.0844, 0.1453, -0.0271, 0.1777, -0.1458, 0.1419, -0.6148, -0.0696, -0.6007, -0.6004, 0.0488, -0.1772, -0.2213, 0.1810, -0.6848, 0.9971, -0.7376, 0.2613, -0.2697, 0.2354, 0.2067, 0.2087, 0.2276, 0.2130, 0.2106, 0.2277, 0.2107, 0.2119, 0.2374, 0.2522, 0.2466], "gap_ev": [4.71, 4.71], "de_lowest_kj_mol": 148.5, "total_charge": 2, "homo_energy_ev": [-14.00, -14.00], "lumo_energy_ev": [-9.3, -9.3], "multiplicity": 1}

=====

Entry 4:
{"formula": "C19H22BClO10", "method": "wB97M-V/def2-TZVPD", "symbols": ["C", "C", "B", "C", "C", "O", "O", "C", "Cl", "C", "C", "H", "H", "H", "H", "H", "H", "H", "H", "H", "H", "H", "H", "H", "H", "C", "C", "C", "O", "C", "C", "C", "O", "O", "O", "H", "H", "H", "H", "C", "C", "C", "O", "C", "C", "C", "O", "O", "O", "H", "H", "H", "H"], "xyz": [[-1.675, -3.608, -0.646], [-1.259, -2.125, -1.208], [-1.358, -0.919, -0.049], [-2.457, 0.267, -0.341], [-2.956, 1.098, 0.981], [-2.607, 2.387, 1.251], [-3.885, 0.471, 1.958], [-0.333, -1.023, 1.232], [1.076, -2.246, 0.925], [0.400, 0.387, 1.651], [0.881, 0.236, 3.211], [-2.645, -3.608, 0.015], [-0.785, -4.150, -0.069], [-1.875, -4.284, -1.604], [-2.036, -1.861, -2.071], [-0.177, -2.139, -1.660], [-2.108, 1.025, -1.191], [-3.430, -0.257, -0.791], [-3.540, 0.604, 2.895], [-0.924, -1.469, 2.169], [1.389, 0.448, 0.985], [-0.211, 1.354, 1.407], [1.722, 1.025, 3.502], [1.338, -0.852, 3.395], [-0.011, 0.365, 3.969], [-3.542, -2.487, -7.342], [-3.656, -2.764, -6.042], [-2.466, -2.781, -5.147], [-2.605, -3.020, -3.953], [-1.150, -2.511, -5.746], [-1.035, -2.238, -7.047], [-2.229, -2.193, -7.936], [-2.094, -1.921, -9.124], [0.199, -1.986, -7.617], [-4.887, -3.043, -5.477], [-4.399, -2.469, -8.004], [-0.291, -2.545, -5.088], [0.018, -1.815, -8.567], [-4.707, -3.209, -4.526], [3.371, 3.671, 4.044], [3.457, 4.875, 4.613], [4.412, 5.139, 5.725], [4.482, 6.261, 6.215], [5.244, 4.022, 6.199], [5.156, 2.817, 5.632], [4.220, 2.561, 4.503], [4.175, 1.448, 3.990], [5.932, 1.762, 6.075], [2.661, 5.923, 4.190], [2.683, 3.466, 3.234], [5.921, 4.223, 7.019], [5.686, 1.001, 5.506], [2.911, 6.686, 4.755]], "nbo_charge": [-0.6282, -0.8050, 1.0063, -0.9088, 0.7931, -0.5956, -0.7402, -0.5583, -0.1098, -0.4393, -0.6391, 0.2079, 0.2298, 0.2262, 0.2295, 0.2521, 0.3025, 0.2772, 0.5062, 0.2614, 0.2255, 0.2447, 0.2281, 0.2271, 0.2023, -0.3531, 0.2951, 0.4754, -0.5350, -0.3596, 0.3009, 0.4686, -0.5178, -0.6398, -0.6409, 0.2494, 0.2492, 0.5051, 0.5040, -0.3602, 0.3002, 0.4696, -0.5200, -0.3551, 0.2968, 0.4713, -0.5256, -0.6416, -0.6393, 0.2489, 0.2484, 0.5048, 0.5045], "smiles": "CCB(CC(=O)O)[C@@H](Cl)CC.O=C1C=C(O)C(=O)C=C1O.O=C1C=C(O)C(=O)C=C1O", "gap_ev": 8.09, "homo_energy_ev": -9.95, "lumo_energy_ev": -1.9, "multiplicity": 1}